A 2-piece molecular cluster, C14H28BN3O3SSi overall in a non-equilibrium geometry. Source: the Open Molecules 2025 dataset; level of theory: the ωB97M-V functional and the def2-TZVPD basis.

The SMILES is C=CB(CCO[Si](C)(C)C)CCSc1nnco1.CN(C)C=O. As for the multiplicity: 1. The orbital gap comes out at 8.63 eV. The LUMO energy is 0.01574 Ha.

Element x y z (Å)
1 S 5.272 -0.740 1.840
2 Si -1.235 1.782 0.762
3 O 7.010 0.992 0.678
4 O 0.204 1.535 -0.025
5 O -2.528 -0.822 -2.039
6 N 5.621 1.933 2.081
7 N -4.186 -2.348 -2.294
8 N 6.441 2.913 1.553
9 C 0.838 -0.999 2.526
10 C -4.614 -3.730 -2.217
11 C 0.734 -0.616 -1.078
12 C 4.181 -0.848 0.390
13 C 0.993 -1.633 1.326
14 C -0.773 2.213 2.534
15 C 0.213 0.813 -1.262
16 C 5.975 0.817 1.550
17 C -5.135 -1.329 -2.709
18 C -2.931 -1.969 -1.992
19 C 2.953 0.087 0.444
20 C -2.369 0.281 0.806
21 C -2.199 3.249 0.112
22 C 7.225 2.312 0.737
23 B 1.599 -0.720 0.245
24 H -1.972 -0.611 0.327
25 H 1.719 -0.639 3.055
26 H 1.399 -0.874 -1.911
27 H -3.343 0.486 0.361
28 H -1.622 4.160 0.280
29 H 0.642 -2.651 1.154
30 H -3.086 3.338 0.748
31 H -0.096 -1.325 -1.050
32 H -0.139 -0.768 2.947
33 H 7.982 2.787 0.137
34 H -3.785 -4.355 -1.892
35 H 2.933 0.575 1.419
36 H -4.777 -0.823 -3.605
37 H -2.284 -2.809 -1.686
38 H -2.543 0.026 1.857
39 H -0.748 0.824 -1.780
40 H -1.577 1.954 3.222
41 H -5.254 -0.582 -1.924
42 H 0.148 1.696 2.806
43 H -0.571 3.285 2.579
44 H 3.042 0.840 -0.340
45 H 3.927 -1.903 0.278
46 H -4.954 -4.076 -3.195
47 H 0.915 1.342 -1.914
48 H -6.096 -1.795 -2.915
49 H -5.434 -3.834 -1.503
50 H 4.775 -0.600 -0.491
51 H -2.493 3.158 -0.933

Atoms 1-3, force components in eV/Å:
S 0.151 -0.445 0.072
Si -0.296 0.169 0.693
O 0.185 -0.451 -0.356